(1)
The following is a quantum chemistry calculation of C7H22F6NiO5P as an isolated structure at a distorted geometry, from the OMol25 dataset.

Cartesian coordinates (Å):
Ni -26.632 12.659 -5.700
P -24.878 10.643 -3.385
F -24.265 9.338 -2.757
F -25.813 10.944 -2.119
F -23.743 11.610 -2.827
F -25.557 12.048 -4.107
F -24.028 10.458 -4.756
F -26.110 9.821 -4.066
C -28.730 11.419 -3.846
O -28.223 11.526 -5.199
H -27.915 11.654 -3.172
H -29.561 12.115 -3.709
H -29.097 10.411 -3.675
H -28.628 10.859 -5.759
C -28.553 14.814 -4.755
O -27.267 14.218 -4.462
H -29.116 14.113 -5.367
H -29.116 14.964 -3.835
H -28.433 15.760 -5.281
H -26.882 14.665 -3.702
C -27.905 12.893 -8.574
O -27.319 13.560 -7.443
H -28.977 13.085 -8.635
H -27.425 13.213 -9.498
H -27.754 11.824 -8.450
H -27.353 14.509 -7.595
C -24.095 14.578 -5.398
O -24.754 13.556 -6.135
C -23.844 12.786 -6.890
C -24.629 11.758 -7.691
O -25.735 11.289 -6.910
C -25.964 9.872 -7.008
H -23.198 14.181 -4.913
H -24.745 14.908 -4.591
H -23.846 15.422 -6.041
H -23.119 12.325 -6.218
H -23.305 13.443 -7.584
H -23.988 10.910 -7.919
H -25.023 12.213 -8.602
H -26.816 9.631 -6.384
H -25.092 9.344 -6.635
H -26.189 9.610 -8.045

Charge: +1
LUMO (alpha / beta): -2.96 / -3.22 eV
HOMO level (alpha / beta): -14.16 / -14.12 eV
2S+1: 3
Gap between HOMO and LUMO (alpha / beta): 0.4116 / 0.4004 Ha
Expectation value of S²: 2.00

---

(2)
The following is a quantum chemistry calculation of C24H30BBrMnO23 as an isolated structure at a distorted geometry, from the OMol25 dataset.

Cartesian coordinates (Å):
Mn -0.693 -11.512 17.076
O 0.433 -12.683 12.647
C 0.562 -13.644 13.327
O 1.119 -14.762 12.956
B 1.257 -15.698 14.069
O 0.680 -14.992 15.266
C 0.251 -13.785 14.858
O -0.358 -13.011 15.508
O 2.659 -16.115 14.404
C 2.747 -17.466 14.284
O 3.647 -18.154 14.530
C 1.313 -18.002 13.938
O 0.551 -16.924 13.858
O 0.999 -19.100 13.694
Br -1.134 -9.817 18.772
C 3.021 -16.251 19.259
C 2.090 -15.992 18.148
C 0.740 -16.671 18.261
O -0.269 -15.693 18.429
C 0.301 -14.500 18.273
O -0.302 -13.512 18.340
O 1.634 -14.579 18.068
H 3.834 -15.527 19.209
H 3.339 -17.280 19.071
H 2.628 -16.231 20.284
H 2.579 -16.214 17.211
H 0.731 -17.354 19.096
H 0.503 -17.173 17.322
C -6.732 -10.668 14.853
C -5.585 -9.893 14.383
C -5.356 -8.651 15.290
O -4.032 -8.879 15.788
C -3.531 -10.023 15.333
O -2.498 -10.434 15.562
O -4.395 -10.679 14.579
H -6.697 -10.815 15.947
H -6.713 -11.667 14.412
H -7.655 -10.113 14.647
H -5.615 -9.679 13.312
H -6.062 -8.567 16.106
H -5.419 -7.720 14.749
C -5.994 -15.118 19.243
C -5.371 -14.950 17.901
C -6.025 -13.835 17.074
O -4.886 -13.016 16.730
C -3.773 -13.392 17.411
O -2.780 -12.846 17.373
O -4.061 -14.504 18.091
H -6.921 -15.715 19.232
H -6.141 -14.150 19.706
H -5.288 -15.709 19.854
H -5.360 -15.896 17.327
H -6.665 -13.168 17.640
H -6.521 -14.280 16.208
C 5.805 -12.373 18.212
C 4.844 -11.805 17.229
C 4.418 -12.869 16.211
O 3.036 -12.440 15.939
C 2.574 -11.842 17.051
O 1.468 -11.614 17.275
O 3.553 -11.576 17.903
H 6.188 -11.635 18.885
H 6.635 -12.872 17.694
H 5.305 -13.145 18.818
H 5.090 -10.833 16.806
H 4.348 -13.875 16.651
H 4.967 -12.846 15.261
C 0.841 -8.496 11.107
C 0.785 -9.674 11.944
C 2.182 -10.089 12.459
O 1.888 -10.374 13.898
C 0.650 -10.061 14.147
O 0.114 -10.243 15.146
O 0.047 -9.418 13.161
H 1.385 -8.702 10.171
H 1.217 -7.695 11.709
H -0.154 -8.263 10.725
H 0.259 -10.489 11.438
H 2.956 -9.325 12.457
H 2.506 -11.031 12.039

Charge: 0
LUMO (alpha / beta): 0.48 / 0.48 eV
HOMO level (alpha / beta): -8.10 / -8.24 eV
2S+1: 6
Gap between HOMO and LUMO (alpha / beta): 0.3153 / 0.3203 Ha
Expectation value of S²: 8.75

---

(3)
The following is a quantum chemistry calculation of an isolated ion of composition C5H13N3S and charge +2 at a distorted geometry, from the OMol25 dataset.

Cartesian coordinates (Å):
C 0.729 -0.970 -0.072
C -0.880 0.004 1.817
C -1.092 1.014 0.680
C -1.000 1.017 -1.756
C 1.998 -2.856 -0.611
N -1.079 0.334 -0.475
N 1.245 -1.669 -1.005
N -0.285 2.408 1.032
S 0.675 -0.932 1.609
H -1.067 0.451 2.747
H -1.831 -0.637 1.870
H -2.133 1.210 0.961
H -1.492 1.930 -1.801
H 0.021 1.376 -2.183
H -1.337 0.290 -2.469
H 2.038 -3.088 0.408
H 2.862 -3.007 -1.155
H 1.600 -3.820 -1.094
H 1.168 -1.287 -1.926
H -0.692 3.224 0.569
H 0.770 2.558 0.845
H -0.220 2.452 2.009

Charge: +2
LUMO (alpha / beta): -9.30 / -9.30 eV
HOMO level (alpha / beta): -17.59 / -17.59 eV
2S+1: 1
Gap between HOMO and LUMO (alpha / beta): 0.3046 / 0.3046 Ha

---

(4)
The following is a quantum chemistry calculation of an isolated ion of composition C39H52N2O3P and charge +1 at a distorted geometry, from the OMol25 dataset.

Cartesian coordinates (Å):
C 5.779 -2.063 -3.364
C 4.719 -1.009 -3.070
C 3.284 -1.410 -3.405
C 2.275 -0.406 -2.868
O 1.241 -1.186 -2.091
P -0.244 -0.726 -1.909
O -0.602 0.257 -3.045
C -1.786 1.125 -3.591
C -2.936 0.233 -4.018
C -4.325 0.819 -3.762
C -4.636 1.207 -2.319
O -1.213 -1.970 -1.989
C -0.768 -3.331 -2.423
C -1.781 -3.954 -3.376
C -1.942 -5.447 -3.091
C -2.746 -6.276 -4.096
H 6.716 -1.762 -2.895
H 5.506 -3.046 -2.974
H 5.961 -2.151 -4.438
H 4.760 -0.738 -2.008
H 4.950 -0.102 -3.641
H 3.169 -1.424 -4.500
H 3.049 -2.417 -3.037
H 2.715 0.328 -2.174
H 1.760 0.120 -3.693
H -2.005 1.846 -2.802
H -1.292 1.605 -4.442
H -2.814 0.075 -5.097
H -2.850 -0.760 -3.558
H -4.446 1.698 -4.405
H -5.049 0.071 -4.104
H -5.685 1.512 -2.253
H -4.491 0.370 -1.624
H -4.025 2.054 -1.990
H 0.208 -3.231 -2.924
H -0.644 -3.915 -1.500
H -2.749 -3.434 -3.315
H -1.400 -3.815 -4.401
H -0.942 -5.890 -3.006
H -2.410 -5.541 -2.104
H -3.005 -7.235 -3.635
H -3.678 -5.788 -4.398
H -2.157 -6.497 -4.993
C 1.715 -3.202 5.003
N 0.351 -2.915 4.573
C -0.643 -3.040 5.568
C -0.323 -2.735 6.913
C -1.279 -2.855 7.923
C -2.582 -3.282 7.626
C -2.891 -3.640 6.309
C -1.925 -3.560 5.300
C 0.171 -2.292 3.337
C -1.092 -2.133 2.727
C -1.206 -1.595 1.445
C -0.137 -0.928 0.840
C -0.404 0.037 -0.339
C 0.302 1.394 -0.198
C 0.848 2.091 -1.273
C 1.378 3.370 -1.134
C 1.333 4.026 0.114
N 1.757 5.338 0.236
C 2.811 5.884 -0.618
C 1.171 6.289 1.124
C 1.622 6.430 2.448
C 1.198 7.523 3.208
C 0.298 8.451 2.669
C -0.164 8.305 1.354
C 0.276 7.234 0.582
C 0.741 3.347 1.202
C 0.292 2.037 1.056
C 1.124 -1.067 1.435
C 1.280 -1.734 2.652
H 2.317 -3.516 4.145
H 2.186 -2.326 5.468
H 1.702 -4.017 5.736
H 0.684 -2.395 7.172
H -1.010 -2.612 8.952
H -3.337 -3.348 8.413
H -3.890 -3.996 6.055
H -2.166 -3.930 4.304
H -1.994 -2.439 3.238
H -2.162 -1.632 0.919
H -1.494 0.248 -0.354
H 0.863 1.675 -2.273
H 1.756 3.893 -2.011
H 2.584 6.936 -0.830
H 3.778 5.835 -0.093
H 2.896 5.336 -1.559
H 2.321 5.689 2.849
H 1.581 7.647 4.223
H -0.042 9.294 3.271
H -0.858 9.024 0.918
H -0.051 7.104 -0.454
H 0.659 3.849 2.167
H -0.087 1.510 1.930
H 1.998 -0.625 0.961
H 2.274 -1.778 3.099

Charge: +1
LUMO: -1.67 eV
HOMO level: -9.58 eV
2S+1: 1
Gap between HOMO and LUMO: 0.2906 Ha

---

(5)
The following is a quantum chemistry calculation of CH22Na2O14 as an isolated structure at a distorted geometry, from the OMol25 dataset.

Cartesian coordinates (Å):
Na 0.938 -1.636 2.399
Na 0.037 1.845 2.418
C 0.143 -0.111 0.252
O -0.850 0.691 0.294
O 1.190 0.285 0.861
O 0.035 -1.270 -0.227
O 1.873 -2.943 0.640
H 1.429 -2.170 0.241
H 2.206 -3.456 -0.103
O 0.373 2.546 -1.478
H 0.152 1.878 -0.801
H 1.329 2.489 -1.585
O 2.841 2.510 0.505
H 3.758 2.414 0.222
H 2.453 1.622 0.415
O 2.985 -0.680 -1.538
H 2.231 -0.858 -0.956
H 3.567 -0.117 -1.018
O -2.641 2.398 -1.133
H -1.968 1.876 -0.664
H -2.248 2.561 -1.997
O -1.910 -2.785 1.100
H -1.192 -2.281 0.682
H -2.685 -2.579 0.565
O -3.725 0.570 1.035
H -3.009 0.506 0.387
H -4.324 -0.143 0.794
O -2.362 -1.431 -1.754
H -1.656 -1.016 -1.213
H -2.147 -2.370 -1.765
O 0.247 -2.521 -2.926
H 0.068 -2.343 -1.994
H -0.082 -1.740 -3.383
O -2.008 3.165 1.654
H -2.613 3.779 1.227
H -2.107 2.350 1.150
O 3.572 -0.502 2.480
H 2.952 -0.058 1.873
H 3.147 -0.475 3.344

Charge: 0
LUMO: -2.12 eV
HOMO level: -10.16 eV
2S+1: 1
Gap between HOMO and LUMO: 0.2954 Ha

---

(6)
The following is a quantum chemistry calculation of a 12-piece molecular cluster, C15H54N2O14P overall at a distorted geometry, from the OMol25 dataset.

Cartesian coordinates (Å):
N -0.810 2.483 -0.092
C -1.661 1.807 0.867
C -1.375 2.127 2.292
N -1.091 1.073 2.957
C -1.026 -0.150 2.115
P 0.695 -0.678 1.768
O 0.663 -1.973 1.117
O 1.540 -0.636 3.103
O 1.416 0.409 0.873
C -1.821 0.264 0.869
H 0.036 1.964 -0.306
H -1.310 2.543 -0.973
H -2.653 2.246 0.694
H -1.421 3.102 2.760
H -0.887 1.059 3.952
H -1.431 -1.004 2.658
H 1.097 -1.112 3.823
H 1.435 1.302 1.248
H -1.435 -0.179 -0.042
H -2.857 0.007 1.066
C -1.047 -0.739 -3.125
O -1.873 -1.133 -2.024
H -1.540 0.099 -3.611
H -0.054 -0.427 -2.791
H -0.939 -1.549 -3.847
H -1.449 -1.890 -1.605
C -2.359 -4.691 -0.712
O -2.027 -4.124 0.553
H -3.253 -5.293 -0.576
H -2.577 -3.920 -1.458
H -1.561 -5.337 -1.084
H -1.234 -3.587 0.453
C -2.223 6.058 -0.072
O -0.941 5.501 0.226
H -2.155 7.133 0.072
H -2.503 5.857 -1.106
H -2.997 5.662 0.589
H -1.004 4.549 0.099
C -5.759 -6.441 0.458
O -5.346 -5.832 1.681
H -6.658 -7.015 0.664
H -5.990 -5.683 -0.297
H -4.987 -7.113 0.078
H -4.547 -5.325 1.511
C 4.316 1.588 -1.657
O 2.882 1.530 -1.554
H 4.559 2.280 -2.457
H 4.750 1.951 -0.724
H 4.721 0.605 -1.897
H 2.664 0.908 -0.857
C -4.960 -10.062 0.226
O -4.700 -9.455 -1.037
H -5.292 -9.274 0.896
H -5.747 -10.816 0.151
H -4.057 -10.518 0.640
H -4.405 -10.138 -1.644
C 3.624 3.453 -5.223
O 2.207 3.377 -5.092
H 3.844 4.140 -6.035
H 4.074 3.836 -4.303
H 4.044 2.473 -5.462
H 2.018 2.769 -4.372
C -6.086 6.605 -0.946
O -5.036 5.681 -1.232
H -6.479 6.350 0.034
H -5.716 7.633 -0.921
H -6.894 6.532 -1.677
H -4.692 5.900 -2.103
C 6.053 4.935 0.660
O 5.411 3.710 1.013
H 7.105 4.710 0.507
H 5.643 5.349 -0.263
H 5.964 5.676 1.458
H 4.481 3.902 1.150
C 3.580 -1.561 5.549
O 2.760 -1.930 6.651
H 3.083 -0.728 5.059
H 4.570 -1.230 5.867
H 3.684 -2.383 4.836
H 3.177 -2.663 7.111
C 7.022 -0.802 -0.846
O 7.274 -0.090 -2.055
H 6.636 -0.092 -0.118
H 6.281 -1.590 -1.009
H 7.943 -1.244 -0.460
H 7.615 -0.727 -2.689

Charge: +1
LUMO: -4.93 eV
HOMO level: -11.65 eV
2S+1: 1
Gap between HOMO and LUMO: 0.2471 Ha

---

(7)
The following is a quantum chemistry calculation of a 6-piece molecular cluster, C36H59F12N6O13P2S overall at a distorted geometry, from the OMol25 dataset.

Cartesian coordinates (Å):
C -0.578 -2.360 -3.325
C -0.929 -1.296 -2.906
C -1.224 0.004 -2.298
C 0.050 0.640 -1.782
C 0.691 1.557 -2.604
C 0.130 1.905 -3.952
O -0.701 2.753 -4.051
O 0.590 1.192 -5.001
C 1.756 1.749 -5.648
C 1.353 2.577 -6.877
C 1.789 1.983 -8.173
F 0.963 2.189 -9.216
C 2.897 1.272 -8.382
F 4.002 1.534 -7.698
F 3.002 0.247 -9.188
C 1.849 2.186 -2.164
C 2.376 1.865 -0.937
C 3.616 2.584 -0.466
P 3.219 3.746 0.874
O 3.943 3.334 2.095
O 3.598 5.241 0.511
O 1.659 3.554 1.061
N 1.772 0.930 -0.153
C 2.387 0.582 1.130
P 3.660 -0.736 0.901
O 3.553 -1.369 -0.414
O 3.507 -1.703 2.142
O 5.143 -0.117 1.063
C 0.613 0.333 -0.535
C -0.079 -0.634 0.381
C 0.365 -2.108 0.213
C -0.068 -2.924 1.459
C 0.982 -3.934 1.909
C 1.158 -5.084 0.927
F 1.873 -4.732 -0.153
F -0.082 -5.414 0.455
C 1.673 -6.411 1.555
F 1.088 -6.636 2.729
F 1.296 -7.414 0.752
S 3.551 -6.572 1.748
F 3.448 -6.497 3.334
F 3.740 -4.996 1.733
F 3.700 -6.660 0.188
F 3.393 -8.145 1.854
F 5.108 -6.735 1.877
H -0.122 -3.256 -3.669
H -1.661 0.636 -3.067
H -1.995 -0.085 -1.539
H 2.468 0.965 -5.881
H 2.257 2.404 -4.937
H 0.267 2.627 -6.906
H 1.736 3.591 -6.746
H 2.334 2.933 -2.767
H 4.396 1.907 -0.138
H 4.025 3.143 -1.304
H 4.398 5.426 1.025
H 1.449 3.715 1.995
H 1.674 0.194 1.844
H 2.896 1.417 1.605
H 4.191 -1.513 2.808
H 5.477 -0.108 0.154
H -1.141 -0.593 0.170
H 0.005 -0.308 1.414
H -0.197 -2.496 -0.626
H 1.432 -2.211 0.058
H -1.040 -3.377 1.288
H -0.206 -2.239 2.297
H 0.763 -4.298 2.908
H 1.942 -3.424 1.939
C -4.357 2.496 -1.273
O -3.411 1.800 -0.919
N -4.235 3.591 -2.036
C -5.376 4.391 -2.442
C -2.893 3.955 -2.455
H -5.395 2.268 -0.991
H -5.444 4.409 -3.531
H -5.263 5.413 -2.073
H -6.294 3.965 -2.043
H -2.465 3.134 -3.020
H -2.272 4.125 -1.572
H -2.912 4.854 -3.066
C -1.216 -10.995 4.410
O -2.059 -11.440 5.161
N -0.182 -10.220 4.795
C 0.797 -9.713 3.853
C -0.052 -9.886 6.203
H -1.228 -11.193 3.324
H 1.793 -10.074 4.120
H 0.796 -8.625 3.872
H 0.559 -10.049 2.846
H 0.047 -10.796 6.795
H -0.941 -9.355 6.545
H 0.825 -9.260 6.349
C 5.581 0.927 4.191
O 4.660 0.479 4.858
N 6.582 1.681 4.661
C 7.639 2.177 3.803
C 6.601 2.011 6.079
H 5.646 0.732 3.112
H 8.606 1.805 4.145
H 7.653 3.268 3.819
H 7.474 1.842 2.780
H 6.640 1.099 6.674
H 5.695 2.553 6.347
H 7.471 2.625 6.298
C -2.388 2.000 2.342
O -1.367 1.337 2.234
N -2.678 3.060 1.569
C -3.892 3.839 1.719
C -1.710 3.409 0.550
H -3.159 1.780 3.097
H -4.473 3.808 0.796
H -3.646 4.877 1.949
H -4.496 3.434 2.528
H -1.576 2.562 -0.126
H -0.754 3.622 1.024
H -2.040 4.276 -0.017
C -9.304 4.011 -2.002
O -8.541 3.152 -2.410
N -9.792 5.015 -2.749
C -10.701 6.008 -2.209
C -9.393 5.103 -4.144
H -9.667 4.029 -0.961
H -11.645 5.989 -2.755
H -10.264 7.005 -2.295
H -10.899 5.801 -1.159
H -9.684 4.196 -4.673
H -8.310 5.205 -4.218
H -9.871 5.962 -4.606

Charge: +1
LUMO: -3.52 eV
HOMO level: -10.16 eV
2S+1: 1
Gap between HOMO and LUMO: 0.2441 Ha

---

Calculated total energy per entry: -3104.9305; -6413.3141; -759.9569; -2193.6985; -1429.3975; -2107.7661; -4992.9206 Ha